Record 1
This record from the Open Molecules 2025 dataset describes 2 unconnected molecules or ions with the total composition C4H10O2 in a non-equilibrium geometry. The level of theory is ωB97M-V/def2-TZVPD.

ORCA input file:
```
! wB97M-V def2-TZVPD RIJCOSX def2/J DEFGRID3
* xyz 0 1
C -0.235 0.972 1.506
C 0.665 -0.096 0.849
C 1.217 0.379 -0.492
C -0.089 -1.428 0.696
O -0.398 -1.811 -0.358
H 0.255 1.389 2.479
H -1.270 0.801 1.971
H -0.483 1.691 0.637
H 1.608 -0.224 1.474
H 1.747 1.276 -0.615
H 0.438 0.334 -1.303
H 2.010 -0.388 -0.943
H -0.519 -1.783 1.589
O -1.392 -0.202 -2.775
H -2.300 -0.597 -2.752
H -1.254 -0.311 -1.964
*
```

Output
Orbital gap (eV): 10.8
Structure (SMILES): CC(C)C=O.O

Record 2
This record from the Open Molecules 2025 dataset describes 10 unconnected molecules or ions with the total composition C50H61N6O16 in a non-equilibrium geometry. The level of theory is ωB97M-V/def2-TZVPD.

ORCA input file:
```
! wB97M-V def2-TZVPD RIJCOSX def2/J DEFGRID3
* xyz 1 1
C 2.910 2.024 0.301
C 2.279 0.956 1.162
N 1.278 0.130 0.458
C -0.060 0.015 0.782
C -0.583 -0.852 -0.103
N 0.400 -1.216 -0.961
C 1.543 -0.667 -0.569
C 0.321 -2.269 -1.938
H 3.330 1.690 -0.646
H 3.676 2.565 0.853
H 2.096 2.723 0.090
H 1.787 1.420 2.018
H 2.991 0.254 1.601
H -0.431 0.652 1.563
H -1.595 -1.174 -0.289
H 2.492 -0.855 -1.046
H 0.808 -2.069 -2.887
H -0.691 -2.589 -2.178
H 0.787 -3.198 -1.597
C 1.721 3.394 -3.643
C 1.478 2.103 -4.113
C 0.478 1.325 -3.525
C -0.309 1.804 -2.496
C -0.210 3.169 -2.194
C 0.774 3.938 -2.791
O 0.868 5.297 -2.516
O 0.214 0.071 -4.098
H 2.602 3.894 -4.018
H 2.211 1.668 -4.785
H -1.170 1.279 -2.101
H -0.904 3.633 -1.503
H 0.442 5.484 -1.675
H 1.025 -0.181 -4.559
C 0.807 -2.566 2.988
C 1.890 -2.713 2.141
C 1.783 -3.526 1.011
C 0.759 -4.442 0.901
C -0.307 -4.357 1.797
C -0.303 -3.395 2.788
O -1.437 -3.214 3.541
O 2.901 -3.456 0.205
H 0.951 -1.951 3.870
H 2.789 -2.140 2.325
H 0.839 -5.181 0.111
H -1.201 -4.946 1.645
H -1.175 -2.678 4.300
H 2.936 -4.145 -0.472
C -0.207 5.289 4.745
C 0.233 4.864 3.504
C -0.506 3.986 2.730
C -1.762 3.598 3.157
C -2.277 4.161 4.325
C -1.540 5.071 5.062
O -2.072 5.755 6.129
O 0.031 3.567 1.509
H 0.400 5.976 5.319
H 1.192 5.212 3.135
H -2.369 2.897 2.608
H -3.262 3.845 4.650
H -2.779 5.198 6.482
H 0.125 4.350 0.957
C 5.110 -1.190 0.795
C 5.701 -0.474 1.828
C 6.343 0.724 1.539
C 6.424 1.133 0.204
C 5.816 0.418 -0.820
C 5.301 -0.845 -0.527
O 4.843 -1.582 -1.574
O 7.016 1.443 2.490
H 4.693 -2.167 1.011
H 5.555 -0.794 2.856
H 6.901 2.096 0.059
H 5.827 0.838 -1.816
H 4.471 -2.439 -1.356
H 6.902 1.015 3.347
C -4.456 -1.660 3.194
C -3.616 -0.884 2.394
C -4.172 0.003 1.494
C -5.553 0.047 1.365
C -6.377 -0.809 2.073
C -5.841 -1.642 3.056
O -6.720 -2.429 3.746
O -3.361 0.827 0.715
H -4.026 -2.206 4.027
H -2.562 -1.029 2.592
H -6.013 0.695 0.625
H -7.450 -0.662 2.024
H -6.311 -3.246 4.055
H -3.844 1.650 0.576
C 3.317 4.289 5.789
C 2.502 3.188 5.612
C 2.949 2.066 4.926
C 4.122 2.146 4.199
C 4.952 3.263 4.323
C 4.473 4.373 5.023
O 5.193 5.535 5.043
O 2.280 0.857 4.963
H 2.970 5.069 6.450
H 1.525 3.119 6.084
H 4.523 1.220 3.800
H 5.938 3.208 3.885
H 5.627 5.749 4.216
H 1.749 0.823 5.766
C -4.185 -2.796 -6.863
C -3.616 -2.513 -5.629
C -2.614 -1.542 -5.544
C -2.238 -0.803 -6.655
C -2.974 -1.000 -7.831
C -3.836 -2.060 -7.993
O -4.556 -2.269 -9.124
O -1.944 -1.489 -4.336
H -4.835 -3.661 -6.917
H -3.907 -3.148 -4.806
H -1.505 -0.010 -6.604
H -2.721 -0.316 -8.637
H -4.335 -1.782 -9.918
H -1.214 -0.831 -4.384
C -5.018 -1.964 -1.438
O -4.614 -2.821 -0.647
N -4.131 -1.308 -2.260
N -6.317 -1.528 -1.495
H -3.140 -1.374 -2.218
H -4.578 -0.575 -2.783
H -6.792 -1.294 -2.346
H -6.876 -1.738 -0.687
C -0.289 -5.287 -4.519
O 0.792 -4.661 -4.540
N -0.331 -6.658 -4.387
N -1.488 -4.635 -4.276
H -1.173 -7.192 -4.299
H 0.509 -7.185 -4.529
H -2.289 -5.107 -3.912
H -1.505 -3.665 -4.535
*
```

Output
Orbital gap (eV): 8.1

Record 3
This record from the Open Molecules 2025 dataset describes 3 unconnected molecules or ions with the total composition C29H66B2ClFN11O5P2 in a non-equilibrium geometry. The level of theory is ωB97M-V/def2-TZVPD.

ORCA input file:
```
! wB97M-V def2-TZVPD RIJCOSX def2/J DEFGRID3
* xyz 1 1
C -4.022 2.405 -2.258
O -2.677 1.900 -1.939
C -1.758 2.515 -2.882
C -1.223 1.545 -4.042
C -1.681 -0.002 -3.889
C -0.903 -0.853 -2.790
N -1.439 -0.794 -1.385
C -1.164 -2.437 -3.147
B -2.677 -2.839 -3.686
O -3.837 -2.290 -2.981
N -2.952 -3.708 -4.866
C -2.945 -5.137 -4.380
C -4.387 -3.468 -5.307
C -0.027 -2.517 -4.288
C 0.096 -3.396 -5.597
C -0.467 -2.971 -7.001
C -0.245 -3.982 -8.176
C 0.521 -5.288 -7.836
N 1.027 -5.706 -6.568
C 0.795 -4.777 -5.512
N 0.980 -1.628 -4.051
Cl 2.215 -1.541 -5.220
C 0.694 -0.957 -2.758
F 1.034 -2.031 -1.807
B 1.628 0.242 -2.158
O 1.200 1.633 -2.061
N 3.007 0.055 -1.558
C 3.869 -0.857 -2.341
C 2.943 -0.249 -0.102
H -4.221 2.248 -3.378
H -4.124 3.527 -1.992
H -4.843 1.856 -1.685
H -2.345 3.378 -3.387
H -0.940 3.030 -2.267
H -0.099 1.624 -4.258
H -1.734 1.905 -5.020
H -1.616 -0.427 -4.967
H -2.819 0.066 -3.685
H -1.040 0.004 -0.866
H -2.456 -0.649 -1.469
H -1.100 -3.183 -2.260
H -3.764 -2.457 -2.015
H -3.606 -5.735 -5.114
H -1.849 -5.491 -4.416
H -3.387 -5.147 -3.320
H -5.131 -3.897 -4.534
H -4.591 -2.349 -5.502
H -4.621 -4.011 -6.294
H -1.026 -1.978 -7.133
H -0.617 -3.792 -9.232
H 0.703 -6.009 -8.719
H 1.171 -5.088 -4.465
H 1.987 2.214 -2.215
H 4.004 -0.381 -3.388
H 4.930 -0.826 -1.875
H 3.495 -1.935 -2.433
H 4.005 -0.116 0.345
H 2.266 0.450 0.493
H 2.699 -1.366 0.039
O 1.310 -1.558 2.706
P 0.247 -2.384 3.456
N -0.645 -2.734 2.026
C -2.082 -2.902 1.914
C 0.008 -3.723 1.165
N -0.390 -0.974 4.228
C -1.132 0.007 3.446
C 0.611 -0.262 5.026
N -0.918 -3.378 4.377
C -1.889 -2.853 5.330
C -0.212 -4.507 5.006
H -2.417 -3.893 2.252
H -2.393 -2.793 0.868
H -2.643 -2.154 2.466
H -0.118 -4.737 1.565
H 1.079 -3.528 1.081
H -0.396 -3.693 0.148
H -0.627 0.269 2.512
H -1.294 0.928 4.015
H -2.136 -0.355 3.218
H 1.267 0.357 4.403
H 1.239 -0.969 5.577
H 0.129 0.384 5.765
H -1.416 -2.379 6.195
H -2.529 -3.662 5.704
H -2.573 -2.141 4.864
H 0.417 -4.168 5.836
H 0.433 -5.006 4.275
H -0.913 -5.261 5.377
O 0.814 3.265 3.784
P 2.026 4.218 3.868
N 1.390 5.040 5.237
C 1.549 6.446 5.562
C 1.488 4.261 6.475
N 1.557 5.032 2.413
C 0.364 5.874 2.407
C 1.493 4.133 1.256
N 3.457 5.284 3.977
C 3.786 6.338 3.023
C 4.662 4.470 4.204
H 2.531 6.667 6.004
H 0.789 6.752 6.289
H 1.415 7.101 4.706
H 2.512 4.273 6.868
H 1.205 3.220 6.309
H 0.812 4.650 7.243
H -0.496 5.389 2.878
H 0.081 6.153 1.387
H 0.554 6.823 2.910
H 0.568 3.544 1.246
H 2.337 3.435 1.264
H 1.553 4.700 0.323
H 3.995 5.947 2.022
H 4.673 6.888 3.357
H 2.994 7.086 2.955
H 4.936 3.909 3.304
H 4.487 3.750 5.011
H 5.512 5.087 4.509
*
```

Output
Orbital gap (eV): 5.2

Number 1: highest occupied orbital energy -9.9691 eV, energy -308.7991 hartree, LUMO energy 0.806 eV. Number 2: highest occupied orbital energy -9.8391 eV, energy -3474.0964 hartree, LUMO energy -1.764 eV. Number 3: highest occupied orbital energy -9.4173 eV, energy -3414.9008 hartree, LUMO energy -4.259 eV.